Entry 1:
This record from the OMol25 dataset describes a cluster of 11 separate species, C35H70Cl6O21 in total in a non-equilibrium geometry. The level of theory is wB97M-V/def2-TZVPD.

Structure (ORCA input):
```
! wB97M-V def2-TZVPD RIJCOSX def2/J DEFGRID3
* xyz 0 1
Cl 3.974 0.616 3.471
Cl 1.254 -4.491 -0.755
Cl 2.938 -1.090 5.584
Cl 5.616 -4.693 4.359
Cl -0.936 -6.185 -1.512
Cl 2.920 -4.470 3.302
O -2.648 5.569 0.194
O -0.689 -4.982 4.221
O -3.035 -2.509 -1.870
O 1.019 -0.143 -4.923
O 5.566 4.798 -1.521
O -2.458 -4.846 2.997
O 5.126 -1.414 -1.103
O -2.405 3.406 0.728
O 0.341 -0.191 2.357
O -6.305 0.621 1.194
O -0.862 -0.917 0.595
O 1.380 0.815 -2.892
O -2.613 -4.240 5.158
O -0.087 1.659 -4.295
O -4.829 -0.261 2.597
O 4.306 3.809 -0.114
O 6.445 0.158 -0.254
O 6.320 -0.289 -2.491
O -0.843 4.317 -0.378
O -3.964 -2.240 -3.910
O 4.691 2.817 -2.104
C -0.643 0.322 -0.065
C 4.805 3.724 -1.326
C 2.786 0.494 4.804
C 2.602 0.106 -2.665
C -1.206 3.698 -4.193
C 4.759 -1.913 0.183
C -0.155 -1.086 1.716
C -1.971 -4.670 4.237
C -4.829 -1.035 0.321
C -0.097 -2.515 2.163
C 0.509 6.336 -0.257
C -2.813 -0.330 -4.914
C -3.806 -0.813 -3.892
C 0.459 -3.405 5.737
C 7.132 0.845 -2.787
C -3.862 -4.839 2.879
C -0.506 -4.505 -1.178
C -5.293 -0.191 1.484
C -3.664 3.200 1.324
C 6.013 -0.430 -1.206
C 2.172 2.649 0.324
C -0.121 5.276 -1.141
C -6.960 1.351 2.244
C -3.551 -2.957 -2.863
C -3.846 -4.417 -3.087
C -7.593 2.574 1.603
C 0.794 0.676 -4.084
C -1.525 0.393 -1.295
C 0.038 -4.820 5.432
C 3.403 -1.338 0.563
C 3.688 2.675 0.472
C -0.131 2.868 -3.517
C 4.342 -5.513 3.465
C 6.205 4.862 -2.793
C -2.014 4.537 0.183
H 1.866 2.448 -0.703
H 1.365 5.945 0.301
H 1.777 0.707 4.465
H -3.530 2.874 2.355
H 0.815 3.391 -3.676
H -0.335 2.680 -2.467
H -2.801 0.759 -4.968
H -0.978 3.810 -5.247
H -4.340 -5.623 3.469
H -1.774 -0.613 -4.737
H 4.717 -2.997 0.069
H -4.785 -0.359 -4.053
H -1.107 -4.097 -0.376
H 3.382 -0.261 0.427
H -3.565 -0.512 -2.873
H -0.810 -3.104 1.584
H -0.781 5.718 -1.885
H 4.027 -6.358 4.067
H -1.082 -0.274 -2.033
H 3.015 1.247 5.553
H -1.619 1.424 -1.632
H -6.890 3.137 0.991
H -4.137 2.386 0.772
H 2.508 -0.975 -2.551
H 1.027 7.080 -0.873
H -8.524 2.348 1.088
H 0.685 4.750 -1.646
H 1.172 -3.112 4.969
H -1.389 4.631 -3.657
H -7.702 0.697 2.699
H -4.288 -3.881 3.182
H 4.659 -5.821 2.476
H 0.407 0.531 -0.282
H -0.182 6.828 0.421
H -6.232 1.645 2.998
H 0.975 -3.371 6.695
H -2.197 3.250 -4.058
H -4.876 -4.513 -3.420
H 4.134 1.735 0.136
H 3.924 2.613 1.535
H 0.907 -2.913 2.073
H 6.568 1.485 -3.467
H 5.540 -1.754 0.928
H -0.607 -3.887 -2.061
H 6.665 5.841 -2.856
H -2.546 0.123 -1.027
H -5.313 -2.010 0.346
H 1.782 3.607 0.669
H 5.504 4.669 -3.605
H 3.030 0.590 -1.795
H -5.244 -0.583 -0.583
H 1.816 1.853 0.980
H 0.918 -5.461 5.367
H -7.872 3.283 2.390
H -0.886 1.213 0.529
H -3.745 -1.062 0.338
H 7.487 1.406 -1.931
H 3.057 -1.575 1.569
H -3.062 -0.723 -5.902
H -4.308 4.078 1.291
H -4.137 -5.028 1.844
H -0.405 -2.741 5.734
H 2.713 -1.853 -0.113
H 3.236 0.218 -3.547
H -0.603 -2.536 3.128
H 7.969 0.495 -3.397
H -3.739 -5.015 -2.186
H 6.950 4.065 -2.851
H -0.490 -5.243 6.293
H -3.061 -4.738 -3.776
*
```

Strongest force on any atom ... 0.0445 Eh/bohr
Total energy ... -5716.85892 hartree
HOMO ... -10.32 eV
Orbital gap ... 10.7970 eV
Lowest unoccupied orbital energy ... 0.48 eV

These are the Löwdin partial charges, in e, on atoms 1 to 8:
1. Cl 0.554
2. Cl 0.490
3. Cl 0.544
4. Cl 0.519
5. Cl 0.522
6. Cl 0.562
7. O 0.127
8. O 0.035

***

Entry 2:
This record from the OMol25 dataset describes a structure of composition C35H70GaO11P2 in a non-equilibrium geometry. The level of theory is wB97M-V/def2-TZVPD.

Structure (ORCA input):
```
! wB97M-V def2-TZVPD RIJCOSX def2/J DEFGRID3
* xyz -1 1
Ga 0.933 3.881 1.538
P -3.902 -1.527 0.240
P -5.916 -8.344 -4.295
O -4.029 -0.609 1.621
O -4.553 -2.791 1.225
O -3.319 -0.396 -0.642
O -5.562 -6.959 -5.145
O -5.648 -9.316 -5.470
O -7.565 -8.308 -4.526
O -5.466 -1.314 -0.290
O 1.983 5.160 0.531
O -6.214 -7.258 -2.982
O 8.613 5.530 4.146
O 0.684 1.860 4.465
C 9.142 6.054 2.854
C -6.856 -7.713 -1.812
C 1.531 6.532 0.812
C -5.752 -1.144 -1.671
C 4.071 1.786 -2.342
C 8.534 5.296 1.531
C 5.455 1.795 6.499
C -3.152 0.483 1.844
C -6.094 -8.832 -1.131
C 3.099 2.655 5.221
C 3.089 4.112 5.973
C -6.217 -2.446 -2.292
C 9.061 4.129 4.294
C -4.647 -6.992 -6.229
C 2.446 7.350 1.906
C -5.010 -3.989 0.639
C -5.397 -7.121 -7.543
C 4.304 4.436 7.026
C 1.760 1.172 -0.949
C -8.295 -9.503 -4.762
C 1.883 2.359 4.113
C -3.921 -4.712 -0.126
C 3.225 1.978 -0.950
C -0.201 2.682 0.286
C 2.307 2.688 2.531
C 0.545 2.260 -1.119
C 6.013 3.462 -1.303
C 6.898 5.240 1.615
C 6.255 5.788 0.172
C -3.808 1.781 1.407
C 5.202 2.938 -2.629
C -8.956 -9.993 -3.489
C 4.218 1.473 5.428
C 5.447 3.262 7.248
C 5.235 4.678 -0.478
H 4.155 0.451 4.832
H 10.113 4.003 3.769
H -4.900 -0.755 -2.234
H -0.503 1.724 0.904
H 2.944 3.119 -0.872
H -5.417 -3.193 -2.267
H 0.438 6.459 1.241
H -4.093 -6.047 -6.222
H 6.501 4.167 1.893
H 4.465 0.683 -2.365
H 6.573 5.947 2.519
H -9.580 -9.210 -3.046
H -6.012 -6.235 -7.719
H -4.166 1.731 0.373
H -0.291 1.739 -1.789
H 4.310 5.494 7.540
H 3.279 1.872 -3.231
H 6.323 3.521 7.993
H 5.592 6.729 0.469
H -3.910 -7.791 -6.100
H 1.713 7.910 2.642
H 1.665 0.468 -0.017
H -4.311 -5.633 -0.571
H -6.554 -0.403 -1.745
H 6.285 0.972 6.631
H -6.081 -7.977 -7.541
H 7.073 6.187 -0.565
H 1.787 0.493 -1.922
H -7.069 -2.859 -1.743
H 4.389 5.136 -1.157
H 8.808 7.197 2.813
H -6.916 -6.861 -1.125
H -9.582 -10.868 -3.687
H 0.932 3.180 -1.748
H 3.058 8.208 1.347
H -5.093 -8.496 -0.844
H -4.685 1.991 2.026
H -1.156 3.322 -0.029
H 3.828 1.694 0.016
H 8.910 5.875 0.580
H -9.067 -9.269 -5.502
H 4.699 4.142 0.436
H -2.190 0.326 1.345
H -6.512 -2.297 -3.334
H -5.968 -9.691 -1.796
H -7.677 -10.300 -5.181
H 6.020 2.436 -3.339
H 9.183 3.900 5.444
H -2.946 0.528 2.919
H 2.213 4.874 5.714
H -5.356 -4.636 1.453
H -3.110 2.620 1.494
H -7.884 -8.001 -2.029
H 6.381 2.588 -0.588
H 3.371 3.226 2.487
H 3.183 6.673 2.527
H -6.622 -9.163 -0.231
H 0.058 4.756 2.582
H 8.253 3.405 3.810
H -3.091 -4.971 0.540
H -5.881 -3.798 0.012
H 7.017 3.964 -1.707
H 2.468 1.625 2.026
H 8.979 4.201 1.506
H -3.511 -4.087 -0.924
H -4.699 -7.235 -8.380
H 1.525 7.106 -0.216
H -8.204 -10.273 -2.746
H 4.769 3.844 -3.237
H 10.322 6.012 2.875
*
```

Strongest force on any atom ... 0.1892 Eh/bohr
Total energy ... -4810.10274 hartree
HOMO ... -4.85 eV
Orbital gap ... 3.9652 eV
Lowest unoccupied orbital energy ... -0.89 eV

These are the Löwdin partial charges, in e, on atoms 1 to 8:
1. Ga 0.359
2. P 0.753
3. P 0.753
4. O -0.230
5. O -0.208
6. O -0.245
7. O -0.230
8. O -0.258

***

Entry 3:
This record from the OMol25 dataset describes a cluster of 5 separate species, C35H71Br2FN4O8S in total in a non-equilibrium geometry. The level of theory is wB97M-V/def2-TZVPD.

Structure (ORCA input):
```
! wB97M-V def2-TZVPD RIJCOSX def2/J DEFGRID3
* xyz 0 1
Br -1.191 -0.374 6.280
Br -4.104 -1.475 1.217
S -4.197 1.730 1.125
F -1.640 2.995 2.435
O -6.114 -3.945 -2.297
O -4.195 3.208 1.215
O -3.534 0.888 2.399
O 6.192 -1.027 -1.825
O 2.487 5.852 0.577
O -3.974 -4.461 -7.550
O -3.087 1.241 -0.029
O -5.607 1.373 0.791
N 1.257 7.757 0.895
N -7.633 -2.248 -2.217
N 6.801 -0.147 -3.838
N -3.396 -4.916 -5.391
C 1.385 -1.241 -1.526
C 0.993 7.924 -0.520
C 7.168 -1.443 -4.379
C 3.307 -2.965 -0.912
C 0.297 -2.264 -1.059
C 3.802 0.408 2.899
C -1.861 -0.766 2.982
C 2.126 2.435 3.113
C 2.677 2.896 4.529
C 2.823 -1.470 -0.913
C 2.772 -0.805 2.916
C -0.856 2.836 1.290
C -8.878 -1.688 -2.703
C 6.334 -0.077 -2.568
C 6.945 1.031 -4.669
C 2.351 -3.030 1.571
C -6.875 -1.522 -1.213
C -2.707 -0.163 1.821
C -3.183 -4.878 -6.729
C -0.664 1.345 0.883
C 3.139 -3.758 0.433
C -2.716 -1.581 4.034
C -1.985 0.528 0.611
C -7.151 -3.428 -2.668
C 3.199 1.694 2.232
C -1.565 -0.466 -0.563
C 3.392 -2.154 2.403
C 2.004 6.698 1.304
C -1.769 -1.947 5.241
C 1.840 2.140 5.638
C -4.660 -4.428 -4.864
C -2.403 -5.429 -4.471
C -0.717 -1.670 -0.007
C -1.314 3.771 0.101
C 0.718 8.723 1.831
H 1.873 -0.465 2.352
H -0.072 0.792 1.658
H -5.882 -1.296 -1.606
H -1.701 3.193 -0.764
H 0.771 2.122 5.321
H -0.022 1.351 -0.032
H 7.953 -1.884 -3.762
H -2.995 -2.568 3.585
H 6.085 0.949 -2.254
H -3.633 -1.045 4.351
H -4.785 -3.380 -5.144
H 6.298 -2.103 -4.358
H -5.478 -5.005 -5.301
H 2.752 -3.502 -1.722
H -1.057 -1.458 2.647
H 4.385 -3.031 -1.208
H -2.126 -4.643 -3.764
H 0.680 -3.232 -0.671
H -2.015 4.534 0.498
H 3.878 -2.745 3.212
H 2.896 -0.938 0.064
H 1.178 1.849 3.197
H -1.513 -5.757 -5.006
H -2.822 -6.276 -3.923
H -0.880 -2.537 4.906
H -7.381 -0.596 -0.948
H -0.111 -1.282 0.843
H -2.352 -2.649 5.887
H 2.144 6.668 2.397
H 2.221 1.101 5.740
H -6.764 -2.146 -0.325
H -2.500 -0.904 -0.998
H 3.763 2.655 4.560
H 2.518 -0.951 3.999
H 6.327 0.920 -5.563
H 3.522 -0.915 -1.595
H 7.523 -1.338 -5.402
H 4.109 -4.114 0.865
H 0.387 8.811 -0.696
H -0.408 4.318 -0.264
H -9.331 -2.342 -3.448
H 1.511 -1.238 -2.638
H 1.884 -3.731 2.312
H 1.072 -0.214 -1.219
H -1.072 0.090 -1.388
H -4.683 -4.523 -3.784
H 0.469 7.043 -0.896
H -8.683 -0.713 -3.155
H -9.570 -1.568 -1.866
H 1.943 8.018 -1.051
H 1.108 9.715 1.591
H -7.797 -3.898 -3.426
H 2.738 1.462 1.235
H 1.547 -2.344 1.229
H -1.409 -2.489 0.299
H 4.743 0.152 2.359
H 0.162 3.214 1.569
H -2.196 -5.271 -7.021
H -0.320 -2.521 -1.965
H 1.863 3.375 2.561
H 2.528 3.995 4.670
H -0.372 8.733 1.752
H 1.886 2.718 6.589
H 4.107 0.653 3.949
H 4.014 2.432 2.008
H 2.575 -4.705 0.201
H -1.342 0.099 3.474
H 7.992 1.140 -4.963
H 6.633 1.925 -4.131
H 0.997 8.469 2.853
H 4.199 -1.888 1.667
*
```

Strongest force on any atom ... 0.1057 Eh/bohr
Total energy ... -7843.11779 hartree
HOMO ... -8.93 eV
Orbital gap ... 9.3542 eV
Lowest unoccupied orbital energy ... 0.42 eV

These are the Löwdin partial charges, in e, on atoms 1 to 8:
1. Br 0.618
2. Br 0.898
3. S 0.746
4. F -0.023
5. O -0.007
6. O -0.264
7. O -0.229
8. O 0.007

***

Entry 4:
This record from the OMol25 dataset describes a cluster of 7 separate species, C35H71BrN4O14 in total in a non-equilibrium geometry. The level of theory is wB97M-V/def2-TZVPD.

Structure (ORCA input):
```
! wB97M-V def2-TZVPD RIJCOSX def2/J DEFGRID3
* xyz 0 1
Br -0.692 5.644 2.504
O -0.990 -1.210 -6.245
O -0.624 -2.574 4.542
O -4.297 4.535 -7.521
O -5.404 -9.605 0.825
O 6.751 4.293 2.108
O 4.008 3.230 2.373
O -6.065 -12.358 1.677
O -1.401 0.038 3.428
O -3.658 7.164 -8.702
O 11.943 5.575 4.600
O -3.109 -1.095 -5.703
O 9.202 6.624 4.237
O -1.806 -7.559 -1.412
O -2.039 -5.693 0.866
N -2.080 2.671 -1.786
N -3.657 1.569 -6.238
N -1.962 -1.838 -6.199
N -1.531 -0.065 -1.310
C -4.763 -11.878 1.378
C -2.893 6.506 -7.707
C 10.779 4.788 4.395
C -0.635 -5.526 0.881
C -2.603 0.018 4.179
C -2.820 -0.169 -4.716
C -5.059 4.195 -8.669
C 0.271 -1.610 4.018
C -2.968 -6.813 -1.075
C -2.992 5.003 -7.834
C -1.331 0.871 -0.422
C -2.298 -0.568 -3.519
C -4.880 7.691 -8.219
C -1.585 2.255 -0.649
C 9.722 7.866 3.806
C -2.614 -5.499 -0.419
C 5.801 4.704 3.080
C -0.244 -0.202 4.215
C -1.553 -8.620 -0.513
C 12.006 6.162 5.886
C -1.398 -3.216 3.541
C 4.396 2.038 1.715
C -3.101 1.200 -4.971
C 6.457 4.760 0.804
C -0.596 2.852 1.657
C -4.624 -10.408 1.699
C -1.322 3.324 0.394
C -2.316 1.725 -2.739
C -6.594 -9.119 1.418
C -6.879 -12.525 0.532
C 9.755 5.509 3.549
C -2.039 0.368 -2.498
C 4.864 3.579 3.452
C -2.847 2.119 -3.986
C 0.262 3.961 2.266
H 7.156 4.281 0.120
H 12.850 6.849 5.891
H -6.911 -11.618 -0.076
H -6.521 -13.359 -0.082
H 1.095 4.178 1.602
H -3.507 -6.610 -2.006
H -1.938 -4.926 -1.061
H -0.771 -3.863 2.928
H 0.528 0.505 3.891
H 0.454 -1.793 2.953
H -4.058 -12.443 1.996
H -2.146 -3.827 4.042
H -5.078 5.013 -9.392
H -4.893 -10.221 2.742
H -0.706 4.076 -0.105
H 10.337 4.495 5.352
H 5.437 4.505 0.506
H -5.443 8.051 -9.079
H -6.367 -8.379 2.193
H -7.186 -9.928 1.852
H 9.389 8.094 2.787
H -6.075 3.991 -8.336
H 10.201 5.823 2.600
H 1.223 -1.718 4.549
H -0.145 -6.147 0.126
H 5.435 2.708 3.789
H 12.170 5.398 6.654
H -2.656 0.883 4.849
H -0.450 -0.016 5.273
H -3.206 6.820 -6.706
H 3.768 1.933 0.831
H -7.175 -8.636 0.634
H -5.470 6.930 -7.701
H -1.531 -8.273 0.524
H -2.693 -0.900 4.765
H -3.069 3.168 -4.139
H -2.282 3.780 0.628
H 9.340 8.633 4.477
H -3.626 -7.397 -0.424
H -0.374 -4.475 0.711
H -2.092 -1.618 -3.351
H -2.319 -9.397 -0.619
H 0.092 2.030 1.466
H -1.849 6.804 -7.845
H -4.700 8.532 -7.541
H -1.337 2.569 2.405
H 5.232 5.568 2.724
H -4.515 -12.059 0.328
H 10.815 7.878 3.838
H 4.239 1.167 2.361
H -3.430 0.071 3.473
H -0.582 -9.046 -0.764
H -2.906 1.944 -6.811
H -3.529 -4.913 -0.282
H -4.286 2.357 -6.115
H 4.229 3.908 4.280
H -0.962 0.555 0.546
H -2.299 4.544 -7.120
H 8.929 4.827 3.326
H 6.358 5.012 3.971
H -7.886 -12.755 0.878
H -1.906 -2.490 2.900
H 6.592 5.845 0.741
H -0.279 -5.823 1.866
H 0.642 3.678 3.243
H -3.578 -10.112 1.561
H -4.659 3.295 -9.147
H 5.443 2.072 1.404
H 11.090 3.878 3.872
H -2.700 4.689 -8.840
H 11.094 6.717 6.120
*
```

Strongest force on any atom ... 0.0238 Eh/bohr
Total energy ... -5222.23538 hartree
HOMO ... -9.00 eV
Orbital gap ... 8.7654 eV
Lowest unoccupied orbital energy ... -0.23 eV

These are the Löwdin partial charges, in e, on atoms 1 to 8:
1. Br 0.630
2. O 0.085
3. O -0.182
4. O -0.214
5. O -0.200
6. O -0.206
7. O -0.202
8. O -0.188